<i>
Molecular formula: C3H10NO2
Method: DFT, wB97M-V/def2-TZVPD

HOMO level = -0.0995 Ha
frontier orbital gap = 7.1 eV

Structure (ORCA input):
```
! RIJCOSX wB97M-V def2-TZVPD def2/J DEFGRID3
* xyz -1 1
O -1.470 3.185 -0.337
H 1.828 -1.213 0.743
C -0.014 -0.746 0.381
O 0.338 1.475 0.687
H -0.843 -0.553 1.062
H 1.401 0.632 -0.771
H -1.046 -2.418 -0.313
H -1.565 2.302 -0.597
C -0.283 -1.826 -0.645
H -0.517 -1.331 -1.541
H -0.267 0.969 -1.189
H 0.646 -2.432 -0.727
H -0.740 2.948 0.291
H 1.135 -0.437 1.977
N 1.022 -1.236 1.330
C 0.374 0.682 -0.352
*
```

***

<ii>
Molecular formula: C3H10NO2
Method: DFT, wB97M-V/def2-TZVPD

HOMO level = -0.1257 Ha
frontier orbital gap = 7.7 eV

Structure (ORCA input):
```
! RIJCOSX wB97M-V def2-TZVPD def2/J DEFGRID3
* xyz -1 1
H -0.390 -0.159 1.507
H -0.230 -1.649 -2.244
O -1.657 0.270 -0.999
H -1.172 -1.131 -1.175
H 2.789 -0.196 0.142
C -1.660 0.855 0.209
H 1.656 -0.814 1.481
H -1.863 1.942 0.181
N -0.370 0.741 1.050
C 0.890 0.790 0.299
H -2.407 0.422 0.903
C 1.780 -0.464 0.455
O -0.887 -2.021 -1.660
H 0.715 1.049 -0.749
H 1.432 1.632 0.764
H 1.375 -1.266 -0.163
*
```

***

<ii> ends up most stable, edging out the next structure by 15.1 kcal/mol.

***

<i>
Molecular formula: C3H10NO2
Method: DFT, wB97M-V/def2-TZVPD

HOMO level = -0.0818 Ha
frontier orbital gap = 5.6 eV

Structure (ORCA input):
```
! RIJCOSX wB97M-V def2-TZVPD def2/J DEFGRID3
* xyz -1 1
H -2.051 0.097 -1.244
H 0.490 -3.244 2.576
H -0.456 -0.583 -1.685
H 0.928 -2.679 1.219
H -0.887 2.082 -0.271
H 0.637 1.553 -0.982
H 1.671 0.422 1.877
H 1.414 1.778 1.072
O -1.147 1.005 -2.839
H -0.942 0.194 1.221
C -0.007 0.384 0.699
C -0.316 1.176 -0.565
N 0.939 1.060 1.605
O 1.230 -3.231 1.965
H 0.339 -0.572 0.308
C -1.049 0.375 -1.648
*
```

***

<ii>
Molecular formula: C3H10NO2
Method: DFT, wB97M-V/def2-TZVPD

HOMO level = -0.0971 Ha
frontier orbital gap = 6.6 eV

Structure (ORCA input):
```
! RIJCOSX wB97M-V def2-TZVPD def2/J DEFGRID3
* xyz -1 1
C -1.189 0.540 1.498
H -0.252 1.196 -0.257
H -2.530 -2.103 -0.973
O -1.862 -1.778 -1.605
H 0.967 -1.176 -0.721
H 1.739 1.054 1.405
H -1.227 -0.522 1.938
C 1.724 0.483 0.384
H -0.372 1.079 2.049
H 0.534 -1.263 0.985
H 2.703 -0.173 0.565
C 0.604 -0.527 0.131
N -0.719 0.279 0.078
H -2.134 1.150 1.432
O 1.898 1.382 -0.655
H -1.509 -1.006 -0.968
*
```

***

<iii>
Molecular formula: C3H10NO2
Method: DFT, wB97M-V/def2-TZVPD

HOMO level = -0.1212 Ha
frontier orbital gap = 7.4 eV

Structure (ORCA input):
```
! RIJCOSX wB97M-V def2-TZVPD def2/J DEFGRID3
* xyz -1 1
O -2.271 1.613 -0.422
H 0.242 1.686 -0.002
H 1.433 -0.779 -1.054
H -1.466 0.450 0.297
H -3.157 2.047 -0.332
H -0.407 -1.309 -1.405
C 1.436 -0.431 1.053
O -1.562 -0.675 0.397
C -0.427 -1.092 -0.356
H -0.090 -1.897 0.309
H 2.309 -0.016 1.492
H 1.785 -1.450 1.012
H 0.436 -0.225 1.553
C 0.821 -0.220 -0.351
N 0.780 1.152 -0.735
H 0.136 1.146 -1.456
*
```

***

<i> ends up most stable, edging out the next structure by 15.4 kcal/mol.

***

<i>
Molecular formula: C3H10NO2
Method: DFT, wB97M-V/def2-TZVPD

HOMO level = -0.1241 Ha
frontier orbital gap = 7.7 eV

Structure (ORCA input):
```
! RIJCOSX wB97M-V def2-TZVPD def2/J DEFGRID3
* xyz -1 1
O -0.515 1.625 -0.218
H 1.425 -1.831 0.507
H -1.914 -0.690 -0.594
H 0.080 -1.303 -1.602
O -1.108 1.150 2.150
H -1.360 -0.976 0.858
H -0.254 1.500 2.433
H -0.978 1.249 1.009
N -1.131 -1.294 -0.056
C 0.081 -0.733 -0.693
H 2.206 -0.495 -0.450
H 1.242 1.277 -1.344
C 1.375 -0.832 0.153
H -0.500 0.785 -2.148
H 1.328 -0.333 1.121
C 0.024 0.900 -1.127
*
```

***

<ii>
Molecular formula: C3H10NO2
Method: DFT, wB97M-V/def2-TZVPD

HOMO level = -0.0816 Ha
frontier orbital gap = 6.2 eV

Structure (ORCA input):
```
! RIJCOSX wB97M-V def2-TZVPD def2/J DEFGRID3
* xyz -1 1
H -1.601 -0.685 0.918
H 1.979 -0.262 0.496
H 1.488 1.549 -0.341
C -0.497 -0.733 0.744
H 1.843 0.098 -1.379
C 1.318 0.374 -0.373
N -0.054 0.185 -0.366
C -0.193 -2.305 0.340
H 0.039 -0.435 1.615
H 0.875 -2.278 0.283
H -0.617 -2.966 1.097
H -0.397 3.137 -0.451
O -0.739 -2.393 -0.821
O -1.091 3.788 -0.331
H -0.493 -0.311 -1.247
H -1.861 3.237 -0.184
*
```

***

<i> ends up most stable, edging out the next structure by 23.8 kcal/mol.